# C5H8NO2

A gas-phase ion, C5H8NO2 (charge -1) (ωB97M-V/def2-TZVPD, the Open Molecules 2025 dataset).

Values from the calculation:
**Relative energy (zero: lowest compared OMol25 entry of this formula, charge and spin)**: 141.47 kcal/mol
**Highest occupied orbital energy**: -2.747 eV
**E_tot**: -400.3893 hartree

```
! RIJCOSX wB97M-V def2-TZVPD def2/J DEFGRID3
* xyz -1 1
N -0.84550 -0.88598 1.17775
C -1.86690 -0.22818 0.37239
C -1.17129 0.20939 -1.00964
C 0.18015 0.74509 -0.56755
C 0.62862 -0.23065 0.63503
C 2.21491 -0.37252 0.23616
O 2.95572 -0.05065 1.20927
O 2.50913 -0.77949 -0.92921
H 1.04526 -1.26881 0.61172
H -2.18341 0.75706 0.81832
H -2.80290 -0.84066 0.17820
H -1.01062 -0.69508 -1.47568
H -1.68843 0.99871 -1.51765
H 0.93755 0.67075 -1.38624
H 0.37882 1.75702 0.05991
H 0.71889 0.21400 1.58721
*
```

Results of the Löwdin charge analysis, in e, for atoms 1 through 4: -0.105, -0.383, -0.199, -0.147